No. 1
The following is a DFT calculation (the ωB97M-V functional and the def2-TZVPD basis) of 7 unconnected molecules or ions with the total composition C36H78NO26P6.

CARTESIAN COORDINATES (ANGSTROEM)
C1 0.0910 0.2969 0.9627
C2 1.1089 0.1684 0.3470
C3 2.4516 0.0569 -0.2564
C4 3.4500 1.0424 0.0180
C5 4.7433 0.8988 -0.5923
C6 5.8020 1.9744 -0.2266
C7 6.4038 1.5326 1.1868
N1 4.9984 -0.1216 -1.4287
C8 4.0851 -1.1062 -1.7338
C9 2.8094 -1.0543 -1.1562
C10 1.7060 -2.1281 -1.3837
C11 1.6506 -2.9529 -0.0203
C12 1.9933 -4.4582 -0.2071
C13 3.5117 -4.7580 -0.5508
C14 4.5535 -3.9128 0.2485
C15 4.8041 -4.3993 1.7146
O1 6.1985 -4.2573 2.0428
C16 6.4478 -3.1145 2.7643
O2 7.2791 -2.3570 2.3393
C17 5.7659 -2.7767 4.0879
C18 5.6577 -1.4945 4.4500
H1 -0.9204 0.5382 1.3049
H2 3.1909 1.8561 0.7165
H3 5.2318 2.9064 -0.0256
H4 6.5854 2.0856 -1.0011
H5 5.8527 2.0356 2.0176
H6 7.4701 1.8529 1.2653
H7 6.3290 0.4335 1.3276
H8 5.9281 -0.1546 -1.8487
H9 4.3552 -1.9296 -2.4159
H10 0.7374 -1.5860 -1.4998
H11 1.9069 -2.7700 -2.2652
H12 2.3402 -2.4807 0.7266
H13 0.6314 -2.8140 0.4149
H14 1.3938 -4.8459 -1.0704
H15 1.6632 -4.9867 0.7095
H16 3.6997 -5.8389 -0.3425
H17 3.7373 -4.6153 -1.6385
H18 5.5379 -4.0534 -0.2718
H19 4.3628 -2.8174 0.2461
H20 4.5652 -5.4904 1.7932
H21 4.1091 -3.8906 2.4242
H22 5.3990 -3.5726 4.7640
H23 4.8573 -1.1648 5.1400
H24 6.3494 -0.7255 4.0415
C19 -3.3856 -2.5678 1.7930
O3 -3.0298 -3.9531 1.6664
P1 -2.3368 -4.6304 3.0796
O4 -1.0844 -4.9733 2.2967
O5 -3.3534 -5.9030 3.1148
C20 -4.4795 -6.0360 2.2522
O6 -1.7013 -5.1392 4.5556
C21 -0.5718 -5.9970 4.5718
H25 -3.8290 -2.2316 0.8579
H26 -4.1138 -2.4368 2.5954
H27 -2.4895 -1.9741 2.0024
H28 -4.1488 -6.2239 1.2300
H29 -5.1200 -5.1563 2.2954
H30 -5.0568 -6.8951 2.5910
H31 0.3184 -5.4672 4.2394
H32 -0.7498 -6.8791 3.9550
H33 -0.4148 -6.3113 5.6046
C22 1.9323 -0.3359 10.1172
O7 2.0377 -0.1225 8.6953
P2 0.7718 -0.7911 7.7698
O8 1.6988 -1.6600 6.9594
O9 0.4649 0.6208 7.0020
C23 1.1253 1.8462 7.2996
O10 -0.6840 -1.3670 7.1787
C24 -0.7284 -2.0975 5.9586
H34 2.7865 0.1345 10.6004
H35 1.0144 0.1131 10.5018
H36 1.9416 -1.4058 10.3372
H37 2.1642 1.8038 6.9709
H38 1.0657 2.0831 8.3605
H39 0.6215 2.6374 6.7453
H40 -0.2714 -3.0766 6.0849
H41 -0.2461 -1.5433 5.1504
H42 -1.7799 -2.2462 5.7074
C25 1.9154 -6.8899 -7.2610
O11 2.3129 -6.7991 -5.8811
P3 1.2409 -7.5419 -4.7683
O12 1.0628 -6.2256 -4.0428
O13 2.4378 -8.4117 -4.0715
C26 3.7671 -8.4695 -4.5741
O14 0.1452 -8.3779 -3.7947
C27 -0.2115 -7.8066 -2.5302
H43 2.6671 -6.3910 -7.8703
H44 1.8453 -7.9352 -7.5692
H45 0.9516 -6.3957 -7.4067
H46 4.2671 -7.5115 -4.4250
H47 3.7834 -8.7539 -5.6252
H48 4.3032 -9.2298 -4.0071
H49 -0.8185 -6.9155 -2.6737
H50 0.6809 -7.5773 -1.9462
H51 -0.8098 -8.5408 -1.9890
C28 -10.0274 0.1170 -0.1716
O15 -9.0096 0.1770 0.8456
P4 -7.4384 0.5126 0.2755
O16 -6.8678 -0.7707 0.8245
O17 -7.2245 1.7482 1.3218
C29 -8.2371 2.2200 2.2050
O18 -6.0688 1.0350 -0.5429
C30 -4.8206 0.4660 -0.2020
H52 -10.9807 -0.0979 0.3075
H53 -10.0998 1.0732 -0.6942
H54 -9.7984 -0.6783 -0.8846
H55 -8.4259 1.4839 2.9874
H56 -9.1542 2.4567 1.6683
H57 -7.8703 3.1331 2.6725
H58 -4.7780 -0.5718 -0.5286
H59 -4.6383 0.5429 0.8721
H60 -4.0436 1.0203 -0.7319
C31 -2.6605 7.6571 -2.3164
O19 -2.3192 6.2837 -2.5821
P5 -1.5362 5.4739 -1.3028
O20 -0.3170 5.1679 -2.1326
O21 -2.5889 4.2255 -1.3205
C32 -3.7348 4.1648 -2.1615
O22 -0.9383 4.8732 0.1393
C33 0.1703 3.9982 0.0322
H61 -3.1551 8.0688 -3.1943
H62 -3.3388 7.7188 -1.4628
H63 -1.7543 8.2329 -2.1125
H64 -3.4247 4.0210 -3.1974
H65 -4.3559 5.0537 -2.0632
H66 -4.3269 3.3021 -1.8558
H67 1.0574 4.5468 -0.2834
H68 -0.0499 3.1846 -0.6618
H69 0.3688 3.5757 1.0191
C34 -0.4680 11.3429 -4.0017
O23 -1.3464 10.9212 -5.0607
P6 -0.9691 11.6212 -6.5748
O24 -2.3277 12.2553 -6.7185
O25 -0.9247 10.1723 -7.3318
C35 -1.0741 8.9264 -6.6628
O26 -0.2529 12.2972 -7.9304
C36 -1.0806 12.8499 -8.9431
H70 -0.7665 10.8473 -3.0791
H71 0.5615 11.0644 -4.2389
H72 -0.5401 12.4251 -3.8684
H73 -2.1025 8.8052 -6.3192
H74 -0.3759 8.8341 -5.8319
H75 -0.8558 8.1362 -7.3805
H76 -1.5607 13.7614 -8.5922
H77 -1.8246 12.1227 -9.2706
H78 -0.4385 13.1059 -9.7867

## Properties
Energy in eV: -149033.9908
Charge: +1

These are the Mulliken partial charges, in e, on atoms 1 to 4: atom 1 (C): 0.36, atom 2 (C): -1.47, atom 3 (C): 0.89, atom 4 (C): -0.54

No. 2
The following is a DFT calculation (the ωB97M-V functional and the def2-TZVPD basis) of 5 unconnected molecules or ions with the total composition C36H79B2FN5O6.

CARTESIAN COORDINATES (ANGSTROEM)
C1 6.7129 -3.4047 -1.9741
C2 5.8213 -4.6680 -1.5099
O1 4.7493 -4.1773 -0.6625
B1 3.4809 -4.7804 -1.0099
O2 3.2237 -6.0895 -0.4295
C3 2.3583 -4.1735 -2.0084
O3 1.4326 -5.3035 -2.1959
B2 0.1864 -4.5989 -2.5054
F1 0.2265 -4.2656 -3.9383
C4 -1.2583 -5.3537 -2.3483
C5 -2.1358 -5.8451 -3.5432
C6 -3.5092 -6.5148 -3.4394
N1 -4.1152 -6.7267 -2.1772
C7 -3.3492 -6.3224 -1.0604
C8 -1.9677 -5.6431 -0.9693
O4 0.1756 -3.5302 -1.5008
C9 1.4903 -2.8634 -1.5317
O5 1.2329 -1.8669 -2.5691
C10 1.6025 -2.3596 -0.0207
C11 2.7525 -1.2858 0.2715
C12 3.7566 -1.0015 -0.9369
O6 3.4546 -1.6916 1.4889
H1 7.3150 -3.0673 -1.0675
H2 7.4513 -3.6873 -2.7952
H3 6.0716 -2.5216 -2.3358
H4 5.4618 -5.2673 -2.4132
H5 6.4503 -5.3847 -0.8563
H6 3.9760 -6.3245 0.1573
H7 2.6696 -3.8993 -3.0836
H8 -1.7103 -5.6878 -4.5976
H9 -4.0454 -6.8027 -4.4043
H10 -3.8588 -6.5043 -0.0410
H11 -1.4656 -5.3563 0.0194
H12 0.2815 -1.6070 -2.5071
H13 1.6536 -3.2355 0.7290
H14 0.5993 -1.8373 0.2178
H15 2.2526 -0.2761 0.5305
H16 3.2777 -0.2290 -1.6365
H17 4.7505 -0.5391 -0.5654
H18 4.0353 -1.9091 -1.5634
H19 4.4018 -1.4703 1.3534
C13 -3.9666 -9.7387 2.5818
C14 -2.8051 -8.8237 2.9525
N2 -3.2137 -7.5731 3.5798
C15 -2.1336 -6.6011 3.6812
C16 -0.9441 -6.9465 4.5761
C17 -4.0592 -7.6927 4.7621
C18 -3.5096 -8.4835 5.9488
H20 -4.6789 -9.2272 1.9290
H21 -3.5904 -10.6141 2.0460
H22 -4.5000 -10.1036 3.4635
H23 -2.2724 -8.5951 2.0238
H24 -2.1042 -9.3862 3.5837
H25 -2.5426 -5.6361 4.0000
H26 -1.7515 -6.4203 2.6694
H27 -1.1882 -6.8356 5.6336
H28 -0.1178 -6.2600 4.3694
H29 -0.5729 -7.9595 4.4066
H30 -5.0082 -8.1493 4.4598
H31 -4.3449 -6.6927 5.1072
H32 -3.0218 -9.4124 5.6467
H33 -4.3307 -8.7535 6.6210
H34 -2.8042 -7.8942 6.5356
C19 1.9653 0.7694 -4.9044
C20 1.5595 1.8787 -3.9422
N3 2.3561 3.0949 -4.0662
C21 2.1398 4.0392 -2.9735
C22 0.7529 4.6666 -2.8395
C23 2.4243 3.6892 -5.3966
C24 1.1087 4.0987 -6.0575
H35 3.0228 0.5161 -4.7911
H36 1.3817 -0.1307 -4.6960
H37 1.7807 1.0408 -5.9472
H38 1.6808 1.4801 -2.9294
H39 0.4879 2.0804 -4.0715
H40 2.8836 4.8415 -3.0358
H41 2.3666 3.5226 -2.0326
H42 0.5859 5.4411 -3.5894
H43 0.6616 5.1489 -1.8615
H44 -0.0495 3.9295 -2.9126
H45 2.9331 2.9828 -6.0614
H46 3.0920 4.5581 -5.3727
H47 0.3255 3.3477 -5.9381
H48 1.2656 4.2339 -7.1325
H49 0.7412 5.0503 -5.6715
C25 2.2564 3.5410 1.5375
C26 1.8550 4.6453 2.5091
N4 2.6535 5.8600 2.3889
C27 2.4435 6.8005 3.4869
C28 1.0581 7.4305 3.6276
C29 2.7179 6.4602 1.0608
C30 1.4006 6.8747 0.4082
H50 3.3140 3.2858 1.6452
H51 1.6723 2.6398 1.7410
H52 2.0683 3.8203 0.4977
H53 1.9790 4.2411 3.5192
H54 0.7832 4.8493 2.3844
H55 3.1888 7.6010 3.4251
H56 2.6723 6.2797 4.4247
H57 0.8900 8.2080 2.8813
H58 0.9703 7.9095 4.6075
H59 0.2542 6.6948 3.5542
H60 3.2225 5.7559 0.3905
H61 3.3873 7.3275 1.0851
H62 0.6159 6.1245 0.5279
H63 1.5527 7.0144 -0.6667
H64 1.0371 7.8255 0.8002
C31 -6.5494 6.5311 0.6766
C32 -5.3170 5.6750 0.4079
N5 -4.1090 6.4445 0.1362
C33 -3.0089 5.6311 -0.3777
C34 -2.4195 4.5680 0.5479
C35 -3.7327 7.4322 1.1422
C36 -3.4820 6.9339 2.5649
H65 -6.7413 7.2177 -0.1524
H66 -7.4271 5.8894 0.7899
H67 -6.4530 7.1126 1.5968
H68 -5.5439 5.0560 -0.4661
H69 -5.1787 4.9853 1.2507
H70 -2.2008 6.2884 -0.7173
H71 -3.3581 5.1278 -1.2874
H72 -1.7829 5.0098 1.3161
H73 -1.7890 3.8861 -0.0307
H74 -3.1874 3.9632 1.0345
H75 -4.5173 8.1958 1.1828
H76 -2.8477 7.9803 0.8000
H77 -4.2322 6.2139 2.8978
H78 -3.5144 7.7791 3.2600
H79 -2.4950 6.4812 2.6668

## Properties
Energy in eV: -62420.5376
Energy relative to the best compared isomer or geometry (same formula, charge and spin) in kJ/mol: 478.4
Charge: -1

These are the Mulliken partial charges, in e, on atoms 1 to 4: atom 1 (C): -0.87, atom 2 (C): -0.34, atom 3 (O): -0.46, atom 4 (B): 1.00

No. 3
The following is a DFT calculation (the ωB97M-V functional and the def2-TZVPD basis) of 13 unconnected molecules or ions with the total composition C36H81BrFN13O32P2S.

CARTESIAN COORDINATES (ANGSTROEM)
C1 7.2206 1.0319 2.2188
C2 6.0862 0.8860 1.8158
C3 4.7713 0.9818 1.0531
C4 4.5878 -0.5390 0.5890
C5 5.8738 -1.3362 0.3097
C6 5.4127 -2.6725 -0.4015
F1 6.7928 -0.7529 -0.5590
C7 4.8527 1.8680 -0.2259
O1 4.9777 1.0817 -1.4133
C8 6.0054 2.9122 -0.3464
C9 5.5164 4.3527 -0.7691
C10 5.2066 4.4932 -2.3035
C11 3.8202 5.2262 -2.5067
N1 2.7450 4.3365 -3.0004
O2 3.6083 2.6187 -0.4949
S1 2.2570 1.7535 -0.2943
O3 2.0507 0.7411 -1.3095
O4 1.1883 2.7253 -0.4097
C12 2.2727 0.9948 1.3994
C13 0.9665 1.5034 2.0677
C14 -0.2458 0.7534 1.4195
C15 -1.6149 1.2768 1.9859
P1 -2.7988 1.2482 0.5742
O5 -2.2153 1.8890 -0.6293
O6 -4.1510 2.0696 1.0025
C16 -3.9553 3.5121 0.9365
C17 -4.4252 4.1066 -0.4189
O7 -3.2130 -0.3028 0.3305
C18 -3.5316 -0.5408 -1.0727
C19 -2.2231 -0.9889 -1.7811
C20 3.6209 1.4106 2.1090
C21 3.5466 2.9241 2.4961
Br1 5.2128 3.9389 2.7409
C22 2.7485 3.2308 3.8213
C23 1.7881 4.4725 3.6559
P2 3.9875 0.2762 3.6273
C24 4.9951 1.1601 4.8988
O8 2.5267 -0.0515 4.4289
H1 8.2054 1.0616 2.6570
H2 3.8523 -0.6276 -0.2348
H3 4.0943 -1.1335 1.3872
H4 6.3831 -1.6947 1.2231
H5 4.3199 -2.8226 -0.2977
H6 5.9560 -3.5510 -0.0153
H7 5.5999 -2.5466 -1.4823
H8 4.6673 1.6104 -2.1596
H9 6.6258 3.0640 0.5451
H10 6.7095 2.6215 -1.1487
H11 4.7288 4.7453 -0.1095
H12 6.4049 4.9942 -0.5808
H13 5.9584 5.1712 -2.7480
H14 5.2263 3.5364 -2.8538
H15 3.9744 6.0244 -3.2609
H16 3.4885 5.7170 -1.5716
H17 2.0232 4.2752 -2.2894
H18 3.0846 3.4069 -3.2187
H19 2.1378 -0.0997 1.3556
H20 0.8976 1.2350 3.1408
H21 0.8290 2.5987 2.0336
H22 -0.1579 -0.3053 1.7338
H23 -0.2283 0.8003 0.3184
H24 -1.5371 2.2746 2.4453
H25 -1.9848 0.5284 2.7121
H26 -4.5240 3.9733 1.7628
H27 -2.8782 3.6994 1.1052
H28 -5.4952 4.3620 -0.4314
H29 -3.7543 4.9316 -0.7075
H30 -4.2621 3.3034 -1.1657
H31 -4.3241 -1.3076 -1.1462
H32 -3.9494 0.3669 -1.5452
H33 -2.4669 -1.7503 -2.5519
H34 -1.7871 -0.0889 -2.2464
H35 -1.4810 -1.3687 -1.0538
H36 2.9776 3.4782 1.7231
H37 2.1198 2.3943 4.1558
H38 3.4319 3.5095 4.6409
H39 2.1344 5.3448 4.2405
H40 1.5673 4.7186 2.6036
H41 0.8127 4.1964 4.1137
H42 5.4070 0.3624 5.5529
H43 5.8766 1.6690 4.4745
H44 4.4335 1.8407 5.5649
H45 2.5694 0.3720 5.3060
C25 2.5367 -3.1022 6.1116
N2 3.8665 -2.6562 6.6066
O9 4.0501 -1.4614 6.7324
O10 4.6813 -3.5224 6.8532
H46 1.9193 -2.2278 5.9370
H47 2.6952 -3.6532 5.1884
H48 2.1014 -3.7381 6.8789
C26 -7.4420 3.9961 3.5414
N3 -7.6389 5.4613 3.7070
O11 -8.7671 5.8581 3.9135
O12 -6.6475 6.1588 3.6234
H49 -8.4023 3.5011 3.6396
H50 -7.0218 3.8315 2.5520
H51 -6.7565 3.6686 4.3188
C27 3.4471 -3.5913 10.6118
N4 2.0921 -3.7830 10.0256
O13 1.6647 -4.9167 9.9548
O14 1.5080 -2.7828 9.6554
H52 3.8429 -4.5612 10.8933
H53 4.0691 -3.1232 9.8525
H54 3.3385 -2.9480 11.4810
C28 0.0037 1.9883 -3.5090
N5 -1.2945 1.8729 -4.2306
O15 -1.6912 0.7524 -4.5082
O16 -1.8751 2.9033 -4.4888
H55 0.4012 0.9920 -3.3450
H56 0.6720 2.5780 -4.1322
H57 -0.1921 2.4863 -2.5616
C29 -1.5579 -1.5267 -6.2990
N6 -1.5445 -2.9295 -6.8032
O17 -2.6202 -3.4428 -7.0543
O18 -0.4607 -3.4681 -6.9238
H58 -2.5856 -1.1864 -6.2422
H59 -1.1001 -1.5371 -5.3141
H60 -0.9846 -0.9162 -6.9918
C30 -6.8144 -2.7041 -0.0286
N7 -8.0920 -3.0456 0.6550
O19 -8.5555 -4.1514 0.4609
O20 -8.5825 -2.1881 1.3618
H61 -6.4960 -3.5556 -0.6199
H62 -7.0029 -1.8409 -0.6619
H63 -6.0824 -2.4720 0.7411
C31 -4.7187 -4.2819 -4.5089
N8 -4.4786 -3.2794 -3.4423
O21 -4.5605 -3.6226 -2.2803
O22 -4.2037 -2.1607 -3.8404
H64 -4.9507 -5.2416 -4.0635
H65 -5.5492 -3.9204 -5.1106
H66 -3.8058 -4.3393 -5.0949
C32 -1.1202 -4.7107 -9.7990
N9 -1.0327 -5.8489 -10.7540
O23 -1.0209 -6.9724 -10.2887
O24 -0.9787 -5.5735 -11.9345
H67 -1.1611 -5.1041 -8.7902
H68 -0.2339 -4.0975 -9.9394
H69 -2.0241 -4.1547 -10.0340
C33 1.1273 -6.4963 -5.5975
N10 0.9716 -6.3601 -4.1240
O25 1.1969 -5.2701 -3.6400
O26 0.6319 -7.3472 -3.5034
H70 1.4326 -5.5363 -6.0003
H71 1.8873 -7.2526 -5.7763
H72 0.1671 -6.7992 -6.0066
C34 1.9763 5.0039 7.7116
N11 1.9984 3.5604 7.3521
O27 0.9329 3.0040 7.1870
O28 3.0910 3.0372 7.2465
H73 0.9434 5.3309 7.7686
H74 2.4713 5.1086 8.6734
H75 2.5125 5.5421 6.9341
C35 -2.8855 -8.7350 -4.8155
N12 -3.4443 -7.4438 -4.3330
O29 -4.6572 -7.3434 -4.2709
O30 -2.6431 -6.5802 -4.0336
H76 -3.7078 -9.4051 -5.0428
H77 -2.2980 -8.5246 -5.7053
H78 -2.2625 -9.1374 -4.0207
C36 -8.1278 2.7515 -2.6324
N13 -7.9080 3.7881 -1.5884
O31 -7.9322 3.4242 -0.4266
O32 -7.7190 4.9218 -1.9726
H79 -8.2805 1.7949 -2.1438
H80 -9.0069 3.0422 -3.2014
H81 -7.2418 2.7296 -3.2619

## Properties
Energy in eV: -225674.4960

These are the Mulliken partial charges, in e, on atoms 1 to 4: atom 1 (C): -0.75, atom 2 (C): -2.29, atom 3 (C): 2.42, atom 4 (C): -2.25

Orbital gap across the listed records, respectively: 0.25121; 0.27942; 0.29914 Eh.
E_HOMO across the listed records, respectively: -10.707; -5.515; -8.489 eV.
Maximum force across the listed records, respectively: 0.1865; 0.1183; 0.0682 Eh/bohr.